[1]
# C8H19N4O2S

A gas-phase ion, C8H19N4O2S (charge +1) (ωB97M-V/def2-TZVPD, OMol25).

CARTESIAN COORDINATES (ANGSTROEM)
C: 2.37 1.66 0.84
C: 2.93 0.55 -0.06
O: 4.35 0.62 -0.19
C: 2.73 -0.84 0.51
O: 1.35 -1.25 0.57
C: 0.69 -1.31 -0.61
N: 0.05 -2.65 -0.85
C: -0.81 -2.60 -1.81
S: -1.18 -1.03 -2.36
C: -0.49 -0.36 -0.77
C: -1.52 -0.46 0.36
C: -2.40 0.79 0.50
N: -3.10 1.00 -0.78
N: -3.25 0.56 1.65
N: -1.65 2.01 0.77
H: 2.13 1.29 1.84
H: 1.50 2.13 0.40
H: 3.13 2.44 0.94
H: 2.49 0.66 -1.06
H: 4.57 1.36 -0.76
H: 3.34 -1.57 -0.03
H: 3.07 -0.83 1.54
H: 1.32 -1.20 -1.50
H: 0.29 -3.50 -0.36
H: -1.32 -3.46 -2.21
H: -0.15 0.67 -0.81
H: -1.00 -0.59 1.31
H: -2.17 -1.33 0.24
H: -3.98 1.49 -0.61
H: -3.37 0.11 -1.18
H: -3.99 -0.10 1.44
H: -3.67 1.43 1.95
H: -0.74 1.82 1.18
H: -1.51 2.50 -0.10

Calculated values
Energy above the lowest of the compared OMol25 structures with the same formula, charge and spin   0.000 eV
Multiplicity   1
HOMO   -0.4473 Ha
Kohn-Sham gap   0.28290 Ha
Electronic energy   -1083.66284 Eh
Net charge   +1


[2]
# C25H26BeN8O2S

A molecular structure, C25H26BeN8O2S in a non-equilibrium geometry (ωB97M-V/def2-TZVPD, OMol25).

CARTESIAN COORDINATES (ANGSTROEM)
Be: -1.37 1.90 -0.03
C: 2.92 1.90 -3.40
C: 1.54 1.90 -3.55
C: 0.72 1.90 -2.42
C: 1.27 1.90 -1.12
C: 2.66 1.90 -1.00
C: 3.49 1.90 -2.13
N: 0.36 1.90 -0.04
N: 0.90 1.90 1.08
C: -0.09 1.90 2.08
C: 0.30 1.90 3.42
C: -0.69 1.90 4.40
C: -2.02 1.90 4.02
C: -2.32 1.90 2.67
N: -1.39 1.90 1.69
H: 3.56 1.90 -4.28
H: 1.09 1.90 -4.54
H: -0.36 1.90 -2.53
H: 3.13 1.90 -0.02
H: 4.57 1.90 -2.01
H: 1.35 1.90 3.68
H: -0.41 1.90 5.45
H: -2.82 1.90 4.76
H: -3.35 1.90 2.32
O: -2.81 1.90 -0.03
N: -3.69 4.10 -1.28
C: -3.02 4.07 -0.11
N: -3.80 4.10 0.99
S: -1.37 4.02 -0.03
H: -4.69 4.13 -1.34
H: -3.16 4.08 -2.14
H: -4.80 4.13 0.95
H: -3.36 4.09 1.90
C: 3.21 -2.44 -3.10
C: 2.53 -2.96 -1.87
C: 2.34 -2.13 -0.75
C: 1.70 -2.62 0.39
C: 1.22 -3.95 0.43
N: 0.57 -4.50 1.58
C: -0.12 -3.82 2.56
O: -0.26 -4.38 3.64
N: -0.66 -2.56 2.42
C: -0.98 -1.89 1.20
C: -1.33 -2.63 -0.05
C: -1.65 -1.95 -1.16
C: -1.65 -0.47 -1.13
N: -1.37 0.16 -0.03
C: -1.05 -0.54 1.18
C: 1.45 -4.78 -0.68
C: 2.09 -4.29 -1.82
H: 3.50 -1.37 -2.98
H: 2.52 -2.52 -3.97
H: 4.13 -3.03 -3.30
H: 2.69 -1.11 -0.76
H: 1.59 -1.97 1.23
H: 0.76 -5.50 1.76
H: -0.98 -2.10 3.28
H: -1.36 -3.71 -0.07
H: -1.91 -2.47 -2.07
H: -1.89 0.09 -2.02
H: -0.82 0.03 2.07
H: 1.12 -5.81 -0.67
H: 2.24 -4.94 -2.67

Calculated values
Energy above the lowest of the compared OMol25 structures with the same formula, charge and spin   2.816 eV
Multiplicity   1
HOMO (spin up / spin down)   -0.2968 / -0.2100 Ha
Kohn-Sham gap (spin up / spin down)   0.29548 / 0.20650 Ha
Electronic energy   -1969.69094 Eh